(i)
6
Properties=species:S:1:pos:R:3 method="wB97M-V/def2-TZVPD" smiles=OC(F)(F)F homo_lumo_gap_ev=13.98 charge=0 e_lumo_ev=0.638 homo_ev=-13.341
O 1.0060 -0.0448 -0.5414
C -0.2386 0.1794 -0.0585
F -0.8097 -1.1117 0.2954
F -1.0465 0.7795 -0.9470
F -0.2424 0.8564 1.1239
H 1.3313 -0.6588 0.1276



(ii)
6
Properties=species:S:1:pos:R:3 method="wB97M-V/def2-TZVPD" homo_lumo_gap_ev=10.31 charge=0 e_lumo_ev=-0.940 homo_ev=-11.245
C -0.0339 0.8449 0.2310
O 2.5434 0.0021 0.7495
F -0.8367 1.6438 0.7994
F 0.4768 1.5010 -0.9219
F 3.3244 -0.0681 -0.3659
H 1.6282 -0.2280 0.5013



Order of stability, best first: (i), (ii)



(i)
38
Properties=species:S:1:pos:R:3 method="wB97M-V/def2-TZVPD" homo_lumo_gap_ev=7.65 charge=-1 e_lumo_ev=2.142 homo_ev=-5.510
C 0.1992 0.1097 -0.0479
O -1.1877 0.0679 -0.0568
H 0.6807 -0.2755 0.8620
H 0.6204 -0.5127 -0.8428
H 0.5765 1.1365 -0.0107
O -1.4745 2.8858 -1.0396
H -1.3911 1.9714 -0.7462
H -2.3781 2.9521 -1.3532
O -2.7650 0.4344 2.2099
H -3.1657 -0.4362 2.2440
H -2.0161 0.3288 1.6046
O -1.6676 -2.5640 0.9683
H -1.4641 -1.6675 0.6631
H -0.8212 -2.9278 1.2343
O 2.7301 -0.4822 -2.8064
H 3.4145 0.1823 -2.6888
H 3.0388 -1.0218 -3.5384
O -0.7270 2.2373 2.6061
H -0.4879 1.6776 1.8639
H -1.6009 1.9302 2.8655
O 0.8984 -0.4705 3.5819
H 0.2713 -0.6349 2.8728
H 0.3509 -0.2585 4.3410
O -0.5479 -1.7849 -2.9902
H -0.3001 -1.4738 -2.1135
H 0.1818 -2.3448 -3.2615
O 0.3194 1.0456 -3.5179
H -0.2485 0.3930 -3.1000
H 1.1896 0.6389 -3.5224
O 2.5460 1.7108 2.7234
H 2.7628 1.4009 3.6036
H 1.7030 1.2975 2.5280
O -3.5643 0.1034 -1.5250
H -3.9165 -0.7584 -1.2974
H -2.6698 0.1021 -1.1578
O 3.9435 -1.4495 -0.2718
H 3.3900 -1.3216 -1.0478
H 3.5771 -2.2214 0.1637



(ii)
38
Properties=species:S:1:pos:R:3 method="wB97M-V/def2-TZVPD" homo_lumo_gap_ev=9.28 charge=-1 e_lumo_ev=2.870 homo_ev=-6.411
C -0.9235 -0.5180 -0.9187
O 0.3049 -0.5617 -0.2005
H -1.6788 -0.2548 -0.1862
H -0.9782 -1.5034 -1.4562
H -0.9977 0.1516 -1.7301
O -2.9658 1.4451 1.0346
H -3.5497 1.2433 1.7260
H -2.7385 0.5750 0.6632
O 3.1317 1.5250 -0.3521
H 2.7395 1.0092 0.3447
H 2.4577 1.3827 -0.9984
O 1.2620 -2.5556 -2.2060
H 0.9825 -1.8357 -1.6898
H 0.5272 -3.1080 -2.3428
O 1.6070 0.7020 -2.3736
H 1.5378 0.0524 -3.1482
H 0.9001 0.3872 -1.8140
O -2.2263 2.6226 -2.1790
H -1.7475 1.8259 -2.3915
H -1.8864 3.3920 -2.7298
O 2.0868 1.1517 2.1736
H 2.0329 1.7320 2.9311
H 1.2528 0.6729 2.2007
O 2.7382 -1.3702 0.2768
H 3.3870 -1.0075 -0.2807
H 1.9137 -1.0380 -0.0622
O -3.0097 -1.5877 2.1784
H -2.2311 -1.5865 1.6755
H -2.8323 -2.2561 2.8172
O -0.1638 -2.6375 1.3890
H 0.1116 -1.9249 0.8006
H 0.1769 -3.3804 0.9470
O -0.5744 0.3082 2.1325
H -1.2198 0.8854 1.7492
H -0.3013 0.0474 1.2625
O 0.0496 2.3007 0.2530
H -0.0126 1.5095 -0.2708
H 0.8376 2.2041 0.7748



Order of stability, best first: (i), (ii)



(i)
8
Properties=species:S:1:pos:R:3 method="wB97M-V/def2-TZVPD" smiles="O=NO[SiH]=O.[H][H]" homo_lumo_gap_ev=10.52 charge=0 e_lumo_ev=-0.510 homo_ev=-11.034
O 3.5319 1.5010 -0.5553
N 3.1507 1.2944 0.5500
O 2.3497 0.2078 0.6274
Si 1.7714 -1.2386 -0.1290
O 2.7198 -2.3853 0.0044
H 0.4994 -0.9295 -0.7525
H 0.8954 1.9233 -0.3147
H 0.7737 2.3632 -0.8706



(ii)
8
Properties=species:S:1:pos:R:3 method="wB97M-V/def2-TZVPD" homo_lumo_gap_ev=9.00 charge=0 e_lumo_ev=-0.312 homo_ev=-9.312
N 0.2096 -1.2733 -0.4704
O 0.9650 -1.8096 -1.2429
O -0.6510 -1.8044 0.2467
O -0.8888 1.0320 0.9658
Si 0.2965 1.0118 -0.1055
H -1.3060 0.2405 1.4321
H -0.2856 2.0121 -0.9105
H 1.6602 0.5910 0.0846



Order of stability, best first: (ii), (i)



(i)
20
Properties=species:S:1:pos:R:3 method="wB97M-V/def2-TZVPD" smiles=NCCNCN.O homo_lumo_gap_ev=9.44 charge=0 e_lumo_ev=0.685 homo_ev=-8.756
N -0.2853 2.4615 1.4167
C -0.1994 1.1237 1.8752
C -0.0274 0.0947 0.6894
N 0.8907 0.5739 -0.3058
C 0.7217 -0.0938 -1.6237
N 1.9982 -0.4694 -2.2116
H 0.1808 3.1605 1.9563
H -1.1968 2.8144 1.2096
H 0.7992 0.9784 2.3104
H -0.9648 0.7213 2.5383
H -1.0314 -0.1415 0.2876
H 0.2717 -0.8479 1.1579
H 0.8009 1.5656 -0.4355
H 0.1727 -1.0255 -1.5394
H 0.1361 0.6238 -2.2061
H 2.7574 0.1254 -1.8770
H 2.2946 -1.3716 -1.8983
O -2.6802 -3.6892 -0.2094
H -2.6962 -2.7249 -0.3367
H -1.9425 -3.8794 -0.7979



(ii)
20
Properties=species:S:1:pos:R:3 method="wB97M-V/def2-TZVPD" homo_lumo_gap_ev=9.18 charge=0 e_lumo_ev=0.941 homo_ev=-8.240
C -0.4768 -0.5286 2.0899
N -0.0061 -1.7102 0.5767
N -0.9962 -1.8133 -0.4710
N 0.6077 0.2263 1.9360
O -1.6968 -0.0100 1.7299
H -1.5035 0.8202 1.2657
H 0.4488 -2.6149 0.6848
H -0.6288 -1.2423 2.9067
H -1.3243 -0.8660 -0.6394
H -1.7981 -2.2821 -0.0463
H 0.3511 1.5946 -0.1813
H 1.2137 0.2869 2.7443
C 1.0875 0.8312 -2.0760
C 0.2660 1.8144 -1.2464
H 0.6955 -0.1836 -1.9968
H 2.1238 0.8119 -1.7389
H 1.0770 1.1002 -3.1324
H -0.7856 1.7996 -1.5424
H 0.6294 2.8329 -1.3893
H 0.7156 -0.8672 0.5262



Order of stability, best first: (i), (ii)